Entry 1:
13
Properties=species:S:1:pos:R:3:forces:R:3 method="wB97M-V/def2-TZVPD" smiles="OC(=S)/C(CS)=N/S" gap_ha=0.30975 lumo_ev=-0.5 largest_force_ha_per_bohr=0.11250 de_lowest_kj_mol=235.34
O -2.375499 0.298290 -0.821128 -1.36 4.06 -3.89
C -1.506078 -0.437723 -0.265612 2.88 3.30 0.76
S -1.914936 -1.783944 0.406044 -0.23 -2.94 1.09
C -0.162348 0.393164 -0.006738 -1.24 -2.00 1.12
C 0.744983 -0.397147 0.984716 0.28 1.04 -2.32
S 2.024826 -1.450576 0.017732 -1.36 0.77 1.32
N -0.133472 1.619753 -0.397129 0.75 -1.77 -0.06
S 1.383483 2.415114 -0.210658 -1.80 3.00 -0.16
H -1.954361 1.152143 -1.313837 -0.86 -2.52 1.91
H 0.171017 -0.768006 1.835210 0.08 -0.92 -0.71
H 1.265021 0.403427 1.412054 1.67 0.99 0.78
H 1.309798 -2.579210 0.081455 -0.07 -0.04 -0.09
H 0.793520 3.827804 -0.350018 1.28 -2.96 0.25

---

Entry 2:
20
Properties=species:S:1:pos:R:3:forces:R:3 method="wB97M-V/def2-TZVPD" smiles=CNC.CNC gap_ha=0.36898 lumo_ev=1.0 largest_force_ha_per_bohr=0.05607 de_lowest_kj_mol=141.81
C 1.597322 -0.605880 3.384262 1.51 0.11 -0.18
N 0.349662 -0.092410 2.909422 -1.48 0.82 0.65
C -0.532317 0.104730 4.093402 -0.11 -0.36 -0.48
H 2.104522 0.214890 3.918762 0.43 -0.49 0.21
H 2.212842 -0.893080 2.515202 -0.04 0.02 0.43
H 1.519922 -1.472400 4.062322 -0.27 0.33 -0.38
H 0.565272 0.849709 2.559122 -0.33 -0.60 -0.14
H -0.621137 -0.883830 4.574512 -0.14 0.46 -0.06
H -1.539907 0.445980 3.802002 0.46 -0.14 0.01
H -0.118067 0.816939 4.826741 -0.02 -0.15 -0.08
C -0.848057 -0.871050 -3.956935 -0.42 -2.77 -0.68
N 0.231653 -0.136100 -3.405495 -0.84 2.47 0.08
C -0.363687 1.220599 -3.597125 1.75 1.21 0.97
H -0.539057 -1.921389 -4.090746 -0.41 0.15 -0.05
H -1.054777 -0.436010 -4.949205 -0.08 -0.60 0.33
H -1.777467 -0.850650 -3.363306 0.08 0.05 -0.14
H 0.296192 -0.227180 -2.383576 0.00 -0.40 -0.60
H 0.397753 1.941969 -3.255906 -0.47 0.13 -0.16
H -1.275427 1.358789 -2.991945 0.11 -0.01 -0.22
H -0.605237 1.436379 -4.651506 0.29 -0.24 0.48